{
  "formula": "C14H13ClF6FeO",
  "method": "ωB97M-V/def2-TZVPD",
  "total_energy_ev": -79992.7671,
  "total_charge": -1,
  "homo_lumo_gap_ha": [0.278, 0.277],
  "homo_ev": [-4.225, -4.238],
  "spin_multiplicity": 6,
  "lumo_ev": [3.3, 3.3],
  "s_squared": 8.767,
  "elements": ["C", "C", "C", "H", "C", "C", "H", "H", "H", "H", "Fe", "Cl", "C", "C", "C", "H", "C", "C", "H", "H", "H", "H", "C", "C", "O", "C", "F", "F", "F", "C", "F", "F", "F", "H", "H", "H"],
  "coordinates": [[1.72822, 2.36397, 0.29682], [0.55989, 3.15268, 0.61136], [-0.38995, 2.98679, -0.46326], [0.43064, 3.77120, 1.51028], [0.18229, 2.08517, -1.42969], [1.48604, 1.70036, -0.95768], [2.18271, 1.01490, -1.44983], [2.63060, 2.25639, 0.91684], [-1.36329, 3.49845, -0.55375], [-0.29427, 1.73553, -2.35364], [-0.06329, 0.83206, 0.63569], [1.16743, 0.48113, 2.46840], [-1.73598, -0.50050, 1.68494], [-2.23309, -0.31285, 0.34039], [-2.57740, 1.07544, 0.18307], [-2.33373, -1.09369, -0.42381], [-2.30394, 1.74921, 1.42914], [-1.79583, 0.77917, 2.36339], [-1.46323, 0.97486, 3.39216], [-1.36346, -1.43728, 2.11534], [-2.98108, 1.52906, -0.73768], [-2.45089, 2.81998, 1.64218], [-0.40393, -2.86799, -0.77051], [0.64779, -1.80645, -0.78205], [0.19963, -0.55311, -0.72552], [1.65422, -2.08444, 0.44150], [2.28320, -3.27949, 0.36543], [2.62850, -1.15598, 0.56692], [0.93557, -2.15467, 1.58837], [1.56194, -2.00450, -2.07492], [2.03265, -3.27462, -2.21334], [0.81014, -1.75060, -3.16449], [2.63451, -1.17653, -2.13439], [-0.99487, -2.78270, 0.13260], [0.03381, -3.86413, -0.81970], [-1.04153, -2.70683, -1.63059]],
  "forces_ev_per_a": [[-0.47, 0.26, -1.07], [0.13, -0.33, -0.73], [1.06, 0.00, -0.23], [0.00, -0.47, -0.53], [0.38, 0.65, 0.73], [0.05, 1.25, 0.51], [-0.52, 0.35, 0.33], [-0.76, 0.03, -0.43], [0.73, -0.53, 0.16], [0.23, 0.10, 0.63], [-1.22, 0.66, -0.53], [0.74, 0.10, 1.33], [-0.65, 0.78, -0.44], [-0.50, 0.77, 1.09], [0.17, -0.77, 0.58], [0.14, 0.67, 0.47], [0.06, -0.98, 0.32], [-0.53, -0.10, -1.04], [-0.19, -0.11, -0.77], [-0.20, 0.59, -0.24], [0.40, -0.28, 0.67], [0.17, -0.73, -0.20], [-0.27, -0.71, -0.11], [2.66, 0.18, 0.79], [0.36, -0.63, -0.52], [-0.49, -0.04, 0.03], [0.13, -0.13, -0.17], [-0.71, -0.60, -0.15], [0.41, -0.01, -0.49], [-0.49, 0.17, 0.24], [-0.12, 0.50, -0.10], [0.18, -0.03, -0.09], [-0.53, -0.49, 0.05], [-0.07, 0.02, 0.12], [-0.06, -0.07, -0.03], [-0.22, -0.06, -0.18]]
}



{
  "formula": "C14H13ClN2O3",
  "method": "ωB97M-V/def2-TZVPD",
  "total_energy_ev": -36372.7967,
  "e_above_lowest_kj_mol": 190.16,
  "homo_lumo_gap_ha": 0.309,
  "homo_ev": -7.935,
  "lumo_ev": 0.5,
  "elements": ["C", "C", "C", "C", "C", "C", "N", "N", "C", "O", "C", "Cl", "C", "C", "C", "C", "C", "O", "C", "O", "H", "H", "H", "H", "H", "H", "H", "H", "H", "H", "H", "H", "H"],
  "coordinates": [[-5.17366, 0.41765, -1.10265], [-4.06098, -0.19899, -0.33726], [-4.02428, -1.30406, 0.47218], [-2.69904, -1.41450, 0.93271], [-2.00833, -0.36244, 0.37094], [-0.63914, 0.01081, 0.50498], [-0.11413, 1.03243, -0.06730], [1.19193, 1.11477, 0.25438], [1.99734, 2.13806, -0.11127], [3.17138, 2.17786, 0.19089], [1.29041, 3.22802, -0.89462], [0.31287, 4.18313, 0.24935], [1.65590, -0.02303, 1.08368], [2.66146, -0.82667, 0.33014], [4.01067, -0.95121, 0.47766], [4.43932, -1.82445, -0.55102], [3.32101, -2.16092, -1.24622], [2.23782, -1.56328, -0.72303], [0.34277, -0.77282, 1.35298], [-2.84677, 0.36975, -0.39993], [-4.94488, 0.41835, -2.16762], [-6.09124, -0.13728, -0.93371], [-5.31518, 1.45209, -0.79291], [-4.84346, -1.95255, 0.70629], [-2.30382, -2.16317, 1.58840], [0.60653, 2.80999, -1.63113], [2.02250, 3.89618, -1.34487], [2.13119, 0.37725, 1.98298], [4.61773, -0.47007, 1.21514], [5.44060, -2.15042, -0.74264], [3.16559, -2.79194, -2.09867], [0.39427, -1.81170, 1.02834], [0.05365, -0.74686, 2.40379]],
  "forces_ev_per_a": [[0.36, 0.13, 0.00], [-0.64, -0.78, 0.38], [-0.23, 0.56, -0.46], [0.74, 0.70, -0.30], [-0.64, -0.94, 0.49], [0.92, 0.43, -0.05], [-1.25, -0.11, -0.30], [0.66, -0.69, 0.64], [-0.19, 0.35, -0.29], [0.09, 0.05, 0.08], [0.07, 0.05, -0.11], [-0.08, 0.20, 0.05], [0.25, 0.06, -0.36], [0.80, 0.17, 0.67], [-0.77, 0.06, 0.05], [-0.34, -0.25, -0.37], [0.86, -0.18, -0.08], [-0.56, 0.14, 0.09], [-0.21, 0.15, -0.06], [0.19, 0.32, -0.17], [-0.06, 0.01, -0.08], [-0.03, -0.03, 0.01], [-0.08, 0.06, 0.00], [-0.22, -0.08, 0.00], [0.17, -0.13, 0.14], [0.10, 0.08, 0.04], [-0.05, -0.18, 0.08], [-0.04, -0.14, -0.11], [0.08, 0.19, 0.18], [0.18, -0.11, -0.11], [-0.11, -0.06, -0.11], [0.02, 0.00, 0.05], [0.01, -0.03, 0.00]]
}



{
  "formula": "C14H13FNOS",
  "method": "ωB97M-V/def2-TZVPD",
  "total_energy_ev": -31819.8398,
  "total_charge": -1,
  "homo_lumo_gap_ha": 0.257,
  "homo_ev": -3.783,
  "lumo_ev": 3.2,
  "elements": ["C", "O", "C", "C", "C", "C", "C", "C", "C", "N", "C", "C", "C", "C", "C", "C", "S", "H", "H", "H", "H", "H", "H", "H", "H", "H", "H", "H", "H", "H", "F"],
  "coordinates": [[-3.53683, -0.83275, -0.18236], [-3.60791, -1.67783, -1.32660], [-2.67907, -1.25675, -2.31287], [-1.28489, -1.24990, -1.74599], [-0.71490, -2.42295, -1.26823], [0.52230, -2.41209, -0.65305], [1.19647, -1.20989, -0.54111], [0.65293, -0.03972, -1.04264], [-0.59171, -0.05347, -1.65673], [1.36889, 1.17705, -0.89952], [1.82135, 1.44653, 0.39591], [1.59887, 2.66453, 1.03278], [2.07614, 2.90343, 2.30986], [2.80154, 1.93435, 2.99182], [3.00930, 0.71092, 2.36650], [2.52793, 0.46407, 1.09373], [2.77611, -1.07999, 0.26152], [-4.49510, -0.84896, 0.33601], [-2.74609, -1.12690, 0.51595], [-3.33448, 0.20260, -0.46643], [-2.95129, -0.23594, -2.60738], [-2.76926, -1.90105, -3.18457], [-1.28610, -3.33961, -1.33562], [0.95223, -3.31537, -0.25223], [-1.02142, 0.86834, -2.02499], [0.86986, 1.95583, -1.30010], [1.02515, 3.40985, 0.49783], [1.85985, 3.85793, 2.76677], [3.18831, 2.12359, 3.97940], [3.55041, -0.07875, 2.86773], [-0.77860, -0.63712, 1.38456]],
  "forces_ev_per_a": [[0.07, 0.00, 0.52], [-0.30, -0.12, -0.41], [-0.04, 0.21, 0.68], [0.22, 0.22, -0.54], [-0.09, -0.09, -0.04], [-0.16, 0.30, -0.19], [0.39, 0.21, 0.14], [-0.18, 0.14, -0.34], [0.37, -0.53, 0.18], [-0.11, -0.17, 0.11], [0.30, 0.19, 0.70], [-0.03, -0.23, -0.36], [0.09, 0.07, 0.02], [-0.16, 0.00, -0.53], [0.07, -0.10, 0.11], [-0.25, -0.08, -0.39], [0.05, -0.11, 0.07], [-0.17, -0.20, -0.15], [0.26, 0.11, -0.07], [0.01, 0.11, -0.11], [0.10, 0.09, -0.21], [-0.14, -0.25, 0.05], [0.00, -0.07, 0.02], [0.04, -0.09, 0.13], [-0.12, 0.10, 0.03], [-0.10, 0.03, 0.04], [-0.08, 0.16, 0.09], [0.04, 0.09, 0.12], [0.02, -0.01, 0.16], [0.01, -0.07, 0.10], [-0.10, 0.11, 0.07]]
}



{
  "formula": "C14H13N3O4S",
  "method": "ωB97M-V/def2-TZVPD",
  "total_energy_ev": -38224.4698,
  "e_above_lowest_kj_mol": 35.25,
  "homo_lumo_gap_ha": 0.314,
  "homo_ev": -8.172,
  "lumo_ev": 0.4,
  "elements": ["O", "C", "C", "N", "C", "O", "C", "C", "C", "C", "S", "N", "N", "C", "C", "C", "C", "C", "O", "C", "C", "O", "H", "H", "H", "H", "H", "H", "H", "H", "H", "H", "H", "H", "H"],
  "coordinates": [[-1.08513, -2.24927, 4.37086], [-0.86324, -1.42822, 3.51676], [-1.82698, -0.28662, 3.18652], [-2.00101, -0.08588, 1.76564], [-1.91222, -1.11778, 0.89121], [-1.78852, -2.27371, 1.25510], [-1.92337, -0.75096, -0.53059], [-1.76630, -1.63103, -1.56723], [-1.75522, -1.00409, -2.82624], [-1.90262, 0.34479, -2.73633], [-2.05840, 0.87647, -1.11571], [0.33463, -1.41101, 2.85279], [0.61290, -0.51048, 1.89254], [1.47948, -0.75836, 0.98425], [1.75973, 0.18768, -0.06486], [2.63303, -0.16342, -1.10038], [2.90332, 0.69314, -2.13937], [2.29997, 1.95261, -2.16858], [2.58460, 2.77495, -3.20471], [1.43533, 2.32736, -1.15153], [1.15610, 1.46277, -0.10081], [0.30980, 1.88054, 0.85515], [-1.43334, 0.63227, 3.62774], [-2.77879, -0.53689, 3.66917], [-2.06958, 0.85832, 1.42061], [-1.66372, -2.68883, -1.40732], [-1.64253, -1.52982, -3.75704], [-1.93232, 1.06501, -3.52994], [0.88401, -2.27048, 2.90685], [2.02119, -1.70809, 0.95755], [3.09777, -1.13793, -1.07846], [3.57377, 0.41909, -2.93679], [2.12085, 3.61499, -3.09814], [0.95904, 3.29735, -1.15478], [0.23778, 1.15554, 1.51607]],
  "forces_ev_per_a": [[-0.09, -0.04, 0.06], [-0.07, 0.35, 0.09], [-0.25, -0.32, 0.03], [-0.46, 0.16, 0.13], [-0.18, 0.11, 0.03], [-0.11, -0.12, 0.00], [0.02, 0.26, -0.64], [-0.06, 0.12, 0.46], [0.00, 0.13, -0.14], [-0.08, 0.19, 0.30], [0.02, -0.55, -0.28], [0.79, -0.73, 0.26], [0.40, 0.53, -0.34], [-0.22, -0.43, 0.55], [0.03, 0.39, -0.26], [-0.22, 0.22, 0.15], [0.09, 0.20, -0.27], [-0.17, -0.28, 0.46], [0.05, 0.14, -0.19], [-0.02, 0.07, 0.00], [0.28, -0.20, -0.20], [0.00, 0.16, 0.06], [-0.04, -0.03, -0.01], [0.26, 0.02, 0.03], [0.08, -0.11, 0.03], [0.03, -0.18, 0.09], [0.03, -0.05, -0.17], [0.00, 0.12, -0.19], [-0.22, 0.21, -0.02], [-0.06, -0.05, 0.05], [0.06, -0.12, 0.00], [0.09, -0.05, -0.10], [0.05, -0.14, 0.02], [-0.06, 0.12, 0.00], [0.03, -0.10, 0.00]]
}